Record 1
Molecular formula: C20H24NO13P2V
Method: DFT, the ωB97M-V functional and the def2-TZVPD basis

ORCA input file:
```
! wB97M-V def2-TZVPD RIJCOSX def2/J DEFGRID3
* xyz -2 3
V 0.659 0.817 0.904
O 5.325 -4.730 1.632
C 4.895 -4.030 2.581
O 5.016 -4.192 3.814
C 4.055 -2.822 2.159
C 4.089 -2.356 0.849
C 3.349 -1.244 0.505
N 2.548 -0.596 1.363
C 2.480 -1.075 2.616
C 3.238 -2.148 3.054
C 1.379 -0.465 3.453
O 1.591 -0.122 4.611
O 0.286 -0.412 2.785
H 4.696 -2.880 0.124
H 3.382 -0.836 -0.498
H 3.190 -2.469 4.084
O 1.644 3.407 -0.334
P 0.224 3.281 -1.085
O -0.266 4.632 -1.406
O -0.557 2.209 -0.344
O 0.673 2.585 -2.517
P 1.341 1.229 -2.963
O 2.444 0.895 -1.857
O 1.867 1.295 -4.332
O 0.282 0.105 -2.746
H 2.017 4.263 -0.560
H 3.315 1.148 -2.175
C -5.771 -1.741 -2.622
C -4.296 -1.576 -2.346
C -3.802 -1.445 -1.063
C -2.443 -1.246 -0.783
C -2.089 -1.234 0.695
C -1.546 -1.127 -1.856
C -0.060 -0.812 -1.669
O 0.300 -0.295 -0.458
C -2.021 -1.371 -3.171
C -1.144 -1.513 -4.405
C -3.376 -1.577 -3.382
H -6.324 -1.944 -1.703
H -5.962 -2.561 -3.319
H -6.193 -0.835 -3.067
H -4.488 -1.509 -0.221
H -2.879 -1.752 1.241
H -2.036 -0.223 1.104
H -1.148 -1.710 0.938
H 0.538 -1.699 -1.854
H -0.753 -0.569 -4.770
H -1.732 -1.976 -5.198
H -0.279 -2.153 -4.214
H -3.712 -1.749 -4.402
C -1.305 2.790 3.168
C 0.189 2.948 3.095
C 0.638 4.348 2.768
O 0.698 2.069 2.089
H -1.703 3.439 3.953
H -1.552 1.754 3.408
H -1.774 3.049 2.212
H 0.620 2.618 4.037
H 0.235 4.677 1.806
H 1.727 4.405 2.721
H 0.281 5.029 3.549
*
```

Computed properties:
Total energy (Ha): -3436.61251
LUMO energy (alpha / beta) (eV): 4.05 / 4.05
ΔE to the lowest compared entry with this formula, charge and spin (eV): 3.115
Frontier orbital gap (alpha / beta) (eV): 7.23 / 7.23

***

Record 2
Molecular formula: C7H15NO
Method: DFT, the ωB97M-V functional and the def2-TZVPD basis

ORCA input file:
```
! wB97M-V def2-TZVPD RIJCOSX def2/J DEFGRID3
* xyz 0 1
C -2.185 -0.212 0.816
C -1.211 -0.058 -0.351
C -1.838 -0.539 -1.655
C 0.123 -0.788 -0.076
C 1.307 0.188 0.148
C 1.713 0.272 1.624
N 2.400 -0.215 -0.736
C 0.850 1.558 -0.335
O 0.467 2.471 0.368
H -1.750 0.185 1.731
H -3.112 0.326 0.618
H -2.428 -1.265 0.970
H -1.035 1.056 -0.426
H -2.075 -1.602 -1.592
H -2.763 -0.001 -1.862
H -1.155 -0.392 -2.488
H 0.020 -1.440 0.792
H 0.379 -1.394 -0.947
H 0.879 0.623 2.225
H 2.533 0.975 1.747
H 2.022 -0.705 1.988
H 3.181 0.428 -0.652
H 2.734 -1.138 -0.475
H 0.942 1.668 -1.432
*
```

Computed properties:
Total energy (Ha): -405.69108
LUMO energy (eV): 0.88
ΔE to the lowest compared entry with this formula, charge and spin (eV): 1.258
Frontier orbital gap (eV): 10.52

***

Record 3
Molecular formula: C38H53N6PPdS2
Method: DFT, the ωB97M-V functional and the def2-TZVPD basis

ORCA input file:
```
! wB97M-V def2-TZVPD RIJCOSX def2/J DEFGRID3
* xyz 2 3
Pd -0.967 1.221 -0.180
S -0.464 -0.403 1.644
C 1.134 -0.956 1.308
N 1.657 -1.935 2.101
C 3.058 -2.245 1.892
C 3.346 -2.349 0.386
N 3.061 -1.071 -0.293
C 3.618 -0.951 -1.677
C 5.123 -1.315 -1.735
C 5.614 -2.302 -2.573
C 6.979 -2.468 -2.675
C 7.896 -1.644 -2.009
C 7.402 -0.677 -1.168
C 6.047 -0.491 -1.053
C 1.905 -0.428 0.107
S 1.466 0.956 -0.850
C 1.073 -2.289 3.432
C 0.717 -3.749 3.638
C 0.001 -4.443 2.653
C -0.288 -5.782 2.851
C -0.009 -6.432 4.060
C 0.523 -5.666 5.096
C 0.990 -4.388 4.844
H 3.380 -3.217 2.402
H 3.703 -1.480 2.374
H 2.749 -3.159 -0.037
H 4.392 -2.621 0.181
H 3.477 0.118 -2.031
H 3.035 -1.608 -2.359
H 4.929 -2.907 -3.199
H 7.318 -3.291 -3.308
H 8.951 -1.851 -2.145
H 8.019 -0.071 -0.501
H 5.704 0.264 -0.370
H 0.206 -1.649 3.580
H 1.921 -2.096 4.121
H -0.326 -3.865 1.762
H -0.809 -6.338 2.089
H -0.177 -7.490 4.074
H 0.663 -6.076 6.094
H 1.510 -3.868 5.627
C -0.193 4.045 0.158
N -0.286 2.870 1.120
C -1.406 3.245 2.112
N -1.038 4.414 2.845
C -0.839 5.522 1.909
N 0.212 5.264 0.880
C 1.401 5.034 1.641
N 1.335 3.967 2.590
C 0.999 2.735 1.869
C 0.246 4.201 3.516
H -1.168 4.145 -0.335
H 0.627 3.742 -0.557
H -1.580 2.377 2.772
H -2.301 3.474 1.542
H -0.422 6.375 2.486
H -1.804 5.854 1.420
H 1.665 5.919 2.165
H 2.238 4.874 0.916
H 0.906 1.887 2.519
H 1.832 2.508 1.206
H 0.462 5.090 4.117
H 0.170 3.321 4.227
C -4.848 -1.204 -1.830
C -3.845 -0.783 -0.733
C -4.605 0.088 0.288
C -3.247 -1.946 -0.015
P -2.514 0.310 -1.542
C -3.415 1.729 -2.182
C -3.788 2.710 -1.237
C -4.418 3.890 -1.645
C -4.680 4.072 -2.981
C -4.278 3.146 -3.924
C -3.622 1.959 -3.563
C -1.570 -0.534 -2.885
C -0.617 0.463 -3.517
C -0.746 -1.667 -2.168
C -2.432 -1.169 -3.960
H -5.703 -1.734 -1.319
H -4.375 -1.868 -2.558
H -5.254 -0.296 -2.319
H -5.089 -0.610 1.013
H -5.348 0.728 -0.182
H -3.981 0.776 0.876
H -4.029 -2.345 0.705
H -2.387 -1.698 0.644
H -3.009 -2.780 -0.726
H -3.549 2.521 -0.183
H -4.721 4.589 -0.898
H -5.247 4.969 -3.209
H -4.575 3.317 -4.942
H -3.130 1.329 -4.307
H -0.068 0.919 -2.678
H -1.098 1.238 -4.131
H 0.073 -0.070 -4.188
H -1.213 -2.124 -1.321
H 0.193 -1.244 -1.836
H -0.566 -2.487 -2.886
H -3.401 -0.639 -4.192
H -2.593 -2.259 -3.805
H -1.883 -1.147 -4.937
*
```

Computed properties:
Total energy (Ha): -3073.36310
LUMO energy (alpha / beta) (eV): -7.36 / -7.83
ΔE to the lowest compared entry with this formula, charge and spin (eV): 0.953
Frontier orbital gap (alpha / beta) (eV): 6.01 / 5.86